# C4H4N2O

An isolated molecule of C4H4N2O at a distorted geometry (ωB97M-V/def2-TZVPD, the Open Molecules 2025 dataset).

Each line ends with the Löwdin charge.
Positions of all 11 atoms, in Å:
O (0.410, 0.833, 0.252)  -0.112
N (-1.033, -2.385, 0.096)  0.149
N (-2.760, 1.689, -0.014)  0.196
C (-0.632, 0.307, -0.483)  -0.294
C (1.558, 0.044, 0.493)  -0.070
C (-1.888, 1.001, -0.208)  -0.167
C (-0.801, -1.285, -0.113)  -0.137
H (1.488, -0.935, 0.860)  0.070
H (-0.612, 0.185, -1.641)  0.179
H (2.116, 0.674, 1.140)  0.094
H (2.154, -0.129, -0.383)  0.092

Force components x, y, z for each atom (eV/Å):
-0.860 0.043 -0.503
0.123 -0.467 0.074
-2.084 1.308 0.371
-0.318 -4.216 -0.879
0.849 1.215 -1.123
2.197 -0.973 -0.049
-0.382 2.990 -0.496
-1.259 -1.310 1.175
0.852 0.774 1.681
0.638 0.209 0.719
0.242 0.429 -0.971

Calculated values
**HOMO level**: -11.612 eV
**E**: -339.481505 a.u.
**Frontier orbital gap**: 12.09 eV
**SMILES string**: COC(C#N)C#N
**Spin multiplicity**: 1
**ΔE to the lowest compared entry with this formula, charge and spin**: 2.726 eV